The following is a quantum chemistry calculation of C39H40BBiBrF8N2O3PS as an isolated structure, from OMol25.

HOMO in eV: -5.41
E in Ha: -6196.53754
Multiplicity: 1
Orbital gap in Eh: 0.1853

Geometry as XYZ:
```
97
Properties=species:S:1:pos:R:3:forces:R:3
Bi -0.318130 1.049334 0.467385 -2.78 7.54 -2.38
C -2.289330 -0.503066 1.061285 -5.01 -4.15 4.79
O -1.129930 -0.341266 1.864685 -2.18 -2.74 2.86
C -0.442430 -1.562166 2.126585 -1.03 -1.20 -0.93
C 0.381070 -1.915366 0.907785 -0.21 -0.47 0.34
O 0.925370 -0.677566 0.461985 1.99 -4.95 0.35
C 1.711470 -0.838766 -0.708815 1.93 -5.22 2.29
H -2.986930 -1.203966 1.529785 0.24 -0.58 0.73
H -2.028830 -0.845766 0.056385 -1.84 0.26 3.88
H -2.782430 0.468934 0.973785 -1.66 -1.87 1.26
H -1.126430 -2.364766 2.421585 -0.17 0.03 -0.13
H 0.226470 -1.361766 2.970585 -2.53 -1.22 -2.63
H -0.250330 -2.339066 0.119385 0.59 0.03 -0.15
H 1.171770 -2.629566 1.159885 -0.25 0.17 -0.13
H 2.550670 -1.514366 -0.517315 -0.34 -0.49 0.31
H 2.107970 0.138734 -0.995815 0.57 -8.81 6.46
H 1.099470 -1.222266 -1.531015 -0.17 -0.01 0.68
F 0.443270 4.825434 6.928185 0.14 -0.35 -0.42
C 0.710770 4.001734 5.904985 -0.14 0.23 0.24
C 1.876370 3.249634 5.904385 0.51 -0.32 0.06
F 2.731970 3.344134 6.932485 -0.34 0.04 -0.30
C 2.158070 2.386934 4.845985 -0.41 0.17 -0.01
F 3.275470 1.650934 4.907385 -0.37 0.30 0.09
C 1.280170 2.274134 3.764685 0.18 0.17 0.99
P 1.451370 1.237834 2.284485 3.50 -0.22 3.48
C 1.762570 -0.412466 2.985885 2.34 0.62 1.25
C 0.959870 -0.883166 4.042685 2.34 0.71 3.01
C 1.132370 -2.164266 4.574685 0.45 0.54 0.48
C 2.102870 -3.009266 4.048785 0.04 -0.10 -0.20
C 2.884570 -2.579566 2.980585 -0.20 0.20 0.10
C 2.703570 -1.299866 2.443985 0.27 0.05 0.44
C 3.015970 1.858234 1.596985 0.07 0.49 -0.92
C 4.286770 1.600434 2.127885 0.92 -0.13 0.05
C 5.436870 2.144634 1.546885 -0.63 -0.39 0.39
C 5.335470 2.958734 0.422785 -0.56 0.42 -0.24
C 4.084470 3.228234 -0.122115 0.82 1.60 1.56
C 2.936670 2.683234 0.460285 -0.26 1.05 1.96
C 0.101770 3.024934 3.800585 0.54 0.07 0.52
Br -1.087630 2.758534 2.365285 -1.74 2.39 1.99
C -0.186130 3.886834 4.853985 -0.30 -0.08 -0.44
F -1.323030 4.596434 4.868585 0.37 -0.17 0.08
H 0.168070 -0.265366 4.460685 0.17 0.14 -0.06
H 0.499870 -2.502566 5.391385 0.06 0.12 -0.14
H 2.238370 -4.006266 4.459385 0.00 0.16 -0.04
H 3.630970 -3.244366 2.553185 -0.10 0.13 0.03
H 3.309670 -1.015466 1.586485 -0.08 0.16 0.23
H 4.409270 0.971334 3.006285 -0.13 0.08 -0.21
H 6.411970 1.931734 1.977985 -0.19 0.00 -0.02
H 6.229670 3.382334 -0.026815 -0.15 -0.08 0.02
H 3.997970 3.863234 -1.000115 -0.04 -0.16 0.19
H 1.971970 2.914434 0.010585 0.26 0.09 0.18
F 2.016070 1.894034 -2.986315 0.38 -1.47 2.25
B 2.358070 1.049534 -1.853515 2.93 4.17 -6.44
F 1.260270 1.049334 -0.901115 -1.07 9.26 -4.66
F 2.598570 -0.307766 -2.315615 2.80 2.59 -5.97
F 3.556970 1.562534 -1.210715 -1.99 -3.53 -3.32
C -3.809230 -6.287966 -1.445515 -0.04 -0.15 -0.04
C -2.909630 -5.063266 -1.493915 0.00 -0.19 -0.14
C -3.424530 -3.963666 -0.570615 0.15 0.13 -0.30
N -2.558330 -2.793766 -0.565315 0.36 0.63 -0.45
C -2.410430 -1.816366 -1.512915 0.77 -1.26 0.28
S -1.284530 -0.623966 -1.205915 1.69 -2.36 -8.18
N -3.222230 -1.946166 -2.625615 -0.37 -0.31 0.93
C -3.340230 -1.113866 -3.731315 -0.86 1.87 -1.43
O -4.450630 -0.703866 -4.064115 1.14 -0.92 0.66
C -2.136230 -0.757166 -4.526015 0.38 -0.10 -0.10
C -2.150630 0.443034 -5.248415 0.20 -0.05 -0.20
C -1.049430 0.808534 -6.023815 -0.14 -0.27 0.20
C 0.064170 -0.027766 -6.088815 -0.16 -0.05 0.13
C 0.074870 -1.235366 -5.389815 -0.30 0.01 0.08
C -1.027330 -1.607666 -4.616015 0.30 0.36 -0.15
H -3.433930 -7.062466 -2.121515 -0.12 0.09 0.13
H -4.830330 -6.036666 -1.750415 0.09 -0.07 0.04
H -3.846330 -6.707566 -0.435115 -0.04 0.01 -0.11
H -2.852730 -4.700766 -2.526315 0.02 0.11 0.17
H -1.891030 -5.346966 -1.203715 -0.10 0.16 0.04
H -3.467430 -4.325766 0.462485 -0.09 0.09 -0.17
H -4.435430 -3.655866 -0.856615 -0.04 -0.17 0.08
H -1.928630 -2.693466 0.225485 -0.54 -0.18 -0.35
H -4.150430 -2.239566 -2.357215 -0.29 -0.25 -0.07
H -3.018430 1.098034 -5.203815 0.18 -0.35 0.00
H -1.061330 1.745634 -6.574815 0.00 -0.15 0.14
H 0.924270 0.260934 -6.688215 -0.13 -0.05 0.14
H 0.943670 -1.886466 -5.446915 -0.17 0.10 0.02
H -1.006630 -2.557266 -4.088915 -0.07 0.13 0.02
C -2.245530 4.263534 -2.855915 0.05 0.09 0.09
C -2.439030 2.889134 -2.997315 0.12 0.05 0.22
C -1.894330 2.009834 -2.061415 -0.58 1.63 -0.93
C -1.158030 2.503634 -0.986915 -0.28 1.09 -1.47
C -0.964530 3.875834 -0.845315 -0.32 -0.08 -0.80
C -1.508030 4.757634 -1.779515 -0.11 0.01 -0.03
H -2.669530 4.949734 -3.584615 0.06 -0.06 0.10
H -3.013430 2.503834 -3.835515 0.01 0.21 0.18
H -2.040030 0.938734 -2.163815 -0.35 1.18 -0.55
H -0.389230 4.251734 -0.004615 0.06 0.22 -0.06
H -1.356930 5.828134 -1.668915 -0.04 -0.05 -0.06
H -2.184030 1.049334 0.467385 1.98 3.69 -1.86
```
Positions in Å, forces in eV/Å.

Charge distribution, Mulliken scheme, values in e: number 1, Bi, carries 1.7299; number 2, C, carries 0.1679; number 3, O, carries -0.4679; number 4, C, carries 0.5566; number 5, C, carries -0.6521; number 6, O, carries 0.6747; number 7, C, carries -1.5748; number 8, H, carries 0.1596; number 9, H, carries -0.7752; number 10, H, carries 0.6294; number 11, H, carries 0.4974; number 12, H, carries -0.3503; number 13, H, carries 0.3034; number 14, H, carries 0.9819; number 15, H, carries 0.5049; number 16, H, carries 0.8297; number 17, H, carries 0.0237; number 18, F, carries -0.2849; number 19, C, carries 0.4259; number 20, C, carries 0.2723; number 21, F, carries -0.2931; number 22, C, carries -0.0459; number 23, F, carries -0.3333; number 24, C, carries -0.4323; number 25, P, carries 0.6973; number 26, C, carries 0.2750; number 27, C, carries -0.1519; number 28, C, carries -0.6973; number 29, C, carries -0.6286; number 30, C, carries -0.9028; number 31, C, carries -1.0725; number 32, C, carries 0.8275; number 33, C, carries -0.2339; number 34, C, carries -0.9194; number 35, C, carries -0.7824; number 36, C, carries -0.7137; number 37, C, carries -0.1419; number 38, C, carries 0.6341; number 39, Br, carries -0.0988; number 40, C, carries 0.3062; number 41, F, carries -0.3238; number 42, H, carries 0.4235; number 43, H, carries 0.4449; number 44, H, carries 0.4172; number 45, H, carries 0.4834; number 46, H, carries 0.7781; number 47, H, carries 0.3775; number 48, H, carries 0.4276; number 49, H, carries 0.3789; number 50, H, carries 0.4548; number 51, H, carries 0.0595; number 52, F, carries -0.3552; number 53, B, carries -0.7105; number 54, F, carries -0.2307; number 55, F, carries -0.2734; number 56, F, carries -0.1039; number 57, C, carries -1.4172; number 58, C, carries 0.1304; number 59, C, carries -1.1014; number 60, N, carries -0.0362; number 61, C, carries -0.0688; number 62, S, carries -0.0751; number 63, N, carries 0.3571; number 64, C, carries -0.0775; number 65, O, carries -0.6387; number 66, C, carries 0.5453; number 67, C, carries -0.4896; number 68, C, carries -0.6542; number 69, C, carries -0.4452; number 70, C, carries -0.6663; number 71, C, carries -0.1037; number 72, H, carries 0.3919; number 73, H, carries 0.3355; number 74, H, carries 0.3349; number 75, H, carries 0.1898; number 76, H, carries 0.2774; number 77, H, carries 0.5142; number 78, H, carries 0.3418; number 79, H, carries -0.3109; number 80, H, carries 0.2780; number 81, H, carries 0.7509; number 82, H, carries 0.4037; number 83, H, carries 0.3791; number 84, H, carries 0.3945; number 85, H, carries 0.3988; number 86, C, carries -0.8668; number 87, C, carries -0.5448; number 88, C, carries -0.0703; number 89, C, carries 1.5018; number 90, C, carries -0.8536; number 91, C, carries -0.9613; number 92, H, carries 0.3781; number 93, H, carries 0.3168; number 94, H, carries -0.5612; number 95, H, carries 0.3184; number 96, H, carries 0.3950; number 97, H, carries -0.1826